Entry from the OMol25 dataset: C3H6CdLiO4 as an isolated structure in a non-equilibrium geometry (wB97M-V/def2-TZVPD).

Output
Orbital gap, eV: 7.709
HOMO, eV: -12.25
Charge: +1
Total energy, Eh: -593.881917
Relative energy (zero: lowest compared OMol25 entry of this formula, charge and spin), eV: 0.000
LUMO energy, eV: -4.538

Geometry as XYZ:
```
15
C3H6CdLiO4 (wB97M-V/def2-TZVPD)
O 1.61838 -2.41712 0.18067
C 1.09808 -1.23936 0.40438
O 0.16330 -0.78040 -0.26719
O 1.78576 -0.56893 1.27207
C 1.68071 0.90679 1.22833
H 2.69781 1.20371 0.92827
H 1.60663 1.36734 2.22313
H -1.29534 2.22815 1.70181
C 1.30812 -3.07228 -1.05259
H 1.88397 -4.00088 -1.04082
H 0.23268 -3.27276 -1.12237
O -1.51648 1.99675 0.72889
Cd -0.03220 1.22812 -0.16395
Li -3.21995 2.16582 0.23100
H 1.61451 -2.44364 -1.89683
```



Entry from the OMol25 dataset: a 2-piece molecular cluster, C3H6Cl3N2 overall in a non-equilibrium geometry (wB97M-V/def2-TZVPD).

Output
Orbital gap, eV: 10.531
HOMO, eV: -14.61
Charge: +1
Total energy, Eh: -1607.681867
Relative energy (zero: lowest compared OMol25 entry of this formula, charge and spin), eV: 1.393
LUMO energy, eV: -4.076

Geometry as XYZ:
```
14
C3H6Cl3N2 (wB97M-V/def2-TZVPD)
C 0.21511 -0.32449 -0.01057
C -2.16007 0.32513 -0.01112
C 2.08593 0.58455 -0.10708
N 0.40190 -1.55402 0.36013
N -0.72168 0.51748 -0.13999
Cl 1.86136 2.19249 0.52922
Cl 2.46579 0.49453 -1.82760
Cl 3.17248 -0.39367 0.82475
H -2.42141 0.79586 0.91541
H -2.36885 -0.75227 -0.20440
H -2.77579 0.82211 -0.74109
H 1.22100 -2.06533 0.37643
H -0.48342 -2.07936 0.52084
H -0.49234 1.43700 -0.48493
```



Entry from the OMol25 dataset: a 2-piece molecular cluster, C3H6Cl3P overall in a non-equilibrium geometry (wB97M-V/def2-TZVPD).

Output
Orbital gap (spin up / spin down), eV: 8.452 / 7.952
HOMO (spin up / spin down), eV: -8.28 / -8.78
Charge: 0
Total energy, Eh: -1839.731625
Relative energy (zero: lowest compared OMol25 entry of this formula, charge and spin), eV: 4.235
LUMO energy (spin up / spin down), eV: 0.168 / -0.830

Geometry as XYZ:
```
13
C3H6Cl3P (wB97M-V/def2-TZVPD)
C -0.65528 0.28939 1.53949
C -0.78880 -0.28919 -1.94825
C 0.38517 0.61242 0.63560
P 2.08756 -0.23662 0.72400
Cl 0.42469 2.31919 0.25445
Cl 2.77655 -0.26872 -1.16573
Cl 1.20886 -2.04506 0.77040
H -0.88108 0.87480 2.48481
H -0.55470 -0.72604 1.82755
H -1.69230 0.32047 0.95966
H -1.28907 -0.29875 -1.03153
H -0.25582 -1.12695 -2.39397
H -0.76577 0.57506 -2.65647
```



Entry from the OMol25 dataset: a single C3H6Cl4Si molecule in a non-equilibrium geometry (wB97M-V/def2-TZVPD).

Output
Orbital gap, eV: 11.456
HOMO, eV: -10.97
SMILES: ClCCC[Si](Cl)(Cl)Cl
Charge: 0
Total energy, Eh: -2248.334610
Relative energy (zero: lowest compared OMol25 entry of this formula, charge and spin), eV: 0.000
LUMO energy, eV: 0.488

Geometry as XYZ:
```
14
C3H6Cl4Si (wB97M-V/def2-TZVPD)
Cl -2.03622 0.28857 1.83959
C -0.41603 -0.30414 1.98141
C 0.20684 -0.63622 0.64713
C -0.01122 0.59703 -0.21674
Si 0.47047 0.22701 -1.99016
Cl -0.86536 1.28626 -3.22936
Cl 2.34645 0.96830 -2.45673
Cl 0.18403 -1.73659 -2.47455
H -0.37243 -1.19403 2.58466
H 0.13382 0.49025 2.47829
H 1.27800 -0.86789 0.81434
H -0.29262 -1.45368 0.16785
H -1.03681 0.87514 -0.44214
H 0.41106 1.45998 0.29640
```



Entry from the OMol25 dataset: a 2-piece molecular cluster, C3H6Cl5PSi overall in a non-equilibrium geometry (wB97M-V/def2-TZVPD).

Output
2S+1: 3
Orbital gap (spin up / spin down), eV: 8.470 / 7.642
HOMO (spin up / spin down), eV: -8.00 / -9.26
Charge: 0
Total energy, Eh: -3049.762283
LUMO energy (spin up / spin down), eV: 0.467 / -1.619

Geometry as XYZ:
```
16
C3H6Cl5PSi (wB97M-V/def2-TZVPD)
C -1.40884 -0.80312 -0.29347
C 2.78486 0.24054 -1.60441
C 0.70586 0.14131 1.46630
Si -2.49369 0.72439 -0.02717
P 0.36250 -1.00125 0.04266
Cl -2.13092 -2.10395 -1.18826
Cl -3.36641 0.40307 1.86300
Cl -1.42450 2.40624 0.03974
Cl -3.95039 0.90607 -1.37680
Cl 0.36727 -2.76814 0.95881
H 1.90190 0.87361 -1.56800
H 3.71548 0.33169 -1.17115
H 2.77520 -0.63574 -2.10984
H -0.23970 0.21774 1.96863
H 1.59531 -0.08722 1.99583
H 0.80608 1.15476 1.00413
```



Entry from the OMol25 dataset: a single C3H6ClFS molecule in a non-equilibrium geometry (wB97M-V/def2-TZVPD).

Output
Orbital gap, eV: 10.085
HOMO, eV: -9.39
SMILES: C[C@](F)(Cl)CS
Charge: 0
Total energy, Eh: -1076.097607
Relative energy (zero: lowest compared OMol25 entry of this formula, charge and spin), eV: 1.333
LUMO energy, eV: 0.693

Geometry as XYZ:
```
12
C3H6ClFS (wB97M-V/def2-TZVPD)
C 0.46428 1.39302 0.16830
C 0.78521 -0.07020 0.15664
F 0.42499 -0.69429 1.59344
Cl 2.31898 -0.75936 -0.10611
C -0.28324 -0.79282 -0.66018
S -2.08456 -0.50637 0.03128
H 1.03353 1.94785 0.77588
H 0.48697 1.94024 -0.85566
H -0.56694 1.52611 0.34474
H -0.21469 -1.86465 -0.75641
H -0.33255 -0.48343 -1.68151
H -2.03199 -1.63611 0.98958
```



Entry from the OMol25 dataset: a single C3H6ClFS molecule in a non-equilibrium geometry (wB97M-V/def2-TZVPD).

Output
Orbital gap, eV: 10.033
HOMO, eV: -9.23
SMILES: FC[C@H](S)CCl
Charge: 0
Total energy, Eh: -1076.085513
Relative energy (zero: lowest compared OMol25 entry of this formula, charge and spin), eV: 1.662
LUMO energy, eV: 0.799

Geometry as XYZ:
```
12
C3H6ClFS (wB97M-V/def2-TZVPD)
F -0.85927 -1.11451 1.36017
C 0.25594 -1.15685 0.50754
C 0.33478 0.34349 -0.11378
S 0.27212 1.51901 1.31293
C -0.69515 0.66707 -1.12362
Cl -0.15553 -0.37281 -2.35894
H 0.14586 -2.00396 -0.27280
H 0.96240 -1.25532 1.14481
H 1.33868 0.41970 -0.41117
H 0.87306 0.75665 2.23031
H -1.73275 0.32664 -0.92157
H -0.74014 1.87089 -1.35388
```



Entry from the OMol25 dataset: a 2-piece molecular cluster, C3H6ClN overall in a non-equilibrium geometry (wB97M-V/def2-TZVPD).

Output
Orbital gap, eV: 9.319
HOMO, eV: -8.64
SMILES: C=C=NC.Cl
Charge: 0
Total energy, Eh: -632.769515
Relative energy (zero: lowest compared OMol25 entry of this formula, charge and spin), eV: 1.556
LUMO energy, eV: 0.676

Geometry as XYZ:
```
11
C3H6ClN (wB97M-V/def2-TZVPD)
C 0.12743 1.85638 -1.57493
C 0.28219 1.32125 -0.38850
N 0.38932 0.99195 0.77696
C 0.06648 -0.21138 1.41122
H -0.85617 2.48849 -1.85094
H 0.84748 1.91865 -2.27589
H 0.14316 -1.17415 0.70585
H -1.02292 -0.10449 1.80015
H 0.61300 -0.41243 2.38762
Cl -0.75063 -3.17341 -0.92876
H 0.16066 -3.50085 -0.06277
```



Entry from the OMol25 dataset: a 2-piece molecular cluster, C3H6ClN overall in a non-equilibrium geometry (wB97M-V/def2-TZVPD).

Output
Orbital gap, eV: 10.443
HOMO, eV: -10.44
SMILES: [H]/N=C\C=C.Cl
Charge: 0
Total energy, Eh: -632.794985
Relative energy (zero: lowest compared OMol25 entry of this formula, charge and spin), eV: 0.863
LUMO energy, eV: 0.007

Geometry as XYZ:
```
11
C3H6ClN (wB97M-V/def2-TZVPD)
H -1.19403 -0.88220 -1.64063
N -1.51178 -0.10494 -1.10680
C -0.58318 0.36310 -0.29052
C 0.77025 -0.17737 -0.09679
C 1.66214 0.39671 0.67100
H -1.11148 1.22048 0.11940
H 0.94546 -1.16113 -0.71148
H 2.66779 -0.04332 0.90120
H 1.45123 1.44220 0.97523
Cl -4.50796 -0.75849 0.30327
H -3.48095 -0.39592 -0.54171
```



Entry from the OMol25 dataset: a 2-piece molecular cluster, C3H6ClN2 overall in a non-equilibrium geometry (wB97M-V/def2-TZVPD).

Output
Orbital gap, eV: 7.440
HOMO, eV: -12.11
Charge: +1
Total energy, Eh: -687.235719
Relative energy (zero: lowest compared OMol25 entry of this formula, charge and spin), eV: 3.392
LUMO energy, eV: -4.665

Geometry as XYZ:
```
12
C3H6ClN2 (wB97M-V/def2-TZVPD)
C -3.18076 -0.46295 -0.38382
C 1.24439 0.74217 0.42629
C -2.13322 -1.26345 -0.30332
N -3.96550 0.40627 -0.52775
N 2.21246 0.31520 -0.20313
Cl -0.62203 -0.38588 -0.73698
H 1.08117 0.35004 1.42791
H -2.35368 -2.27634 0.01438
H 0.71758 1.74804 0.25040
H 2.78224 -0.44806 -0.00039
H -4.34167 1.09508 -1.13506
H 2.38229 0.63309 -1.16185
```



Entry from the OMol25 dataset: a single C3H6ClN3 molecule in a non-equilibrium geometry (wB97M-V/def2-TZVPD).

Output
Orbital gap (spin up / spin down), eV: 8.127 / 8.126
HOMO (spin up / spin down), eV: -7.53 / -7.53
Charge: 0
Total energy, Eh: -742.207638
Relative energy (zero: lowest compared OMol25 entry of this formula, charge and spin), eV: 4.233
LUMO energy (spin up / spin down), eV: 0.593 / 0.592

Geometry as XYZ:
```
13
C3H6ClN3 (wB97M-V/def2-TZVPD)
C 1.39032 -0.31966 0.59265
C -1.48979 0.00257 0.39060
C 1.15484 0.90222 -0.30669
N 0.76922 -1.46001 0.53858
N -0.11180 -1.67254 -0.37856
N -1.09641 -0.86641 -0.48281
Cl -3.10024 0.69174 0.04786
H 1.98955 -0.08883 1.48248
H -1.02658 0.26073 1.30475
H 0.80900 0.60753 -1.41055
H 2.15674 1.42468 -0.38152
H 0.37632 1.61187 -0.10507
H -1.82116 -1.09387 -1.29172
```



Entry from the OMol25 dataset: an isolated ion of composition C3H6ClN4 and charge +1 in a non-equilibrium geometry (wB97M-V/def2-TZVPD).

Output
Orbital gap (spin up / spin down), eV: 7.564 / 7.563
HOMO (spin up / spin down), eV: -12.84 / -12.84
Charge: +1
Total energy, Eh: -796.719454
Relative energy (zero: lowest compared OMol25 entry of this formula, charge and spin), eV: 4.207
LUMO energy (spin up / spin down), eV: -5.274 / -5.275

Geometry as XYZ:
```
14
C3H6ClN4 (wB97M-V/def2-TZVPD)
C -0.04871 1.96121 0.18853
C -1.51132 0.15177 0.27100
C 0.91105 -0.17356 -0.31471
N -1.22661 1.38859 0.26987
N 0.11411 -0.90216 0.72808
N 1.01161 1.24756 -0.13188
N -0.04476 -2.13664 0.32938
Cl -2.88104 -0.53734 -0.33761
H -0.03035 2.95219 0.38187
H 1.92714 -0.53831 -0.18476
H 0.43825 -0.20134 -1.21611
H 1.94354 1.59360 -0.44400
H -0.49180 -2.51011 1.17397
H -0.11109 -2.29543 -0.71361
```